{"formula": "C56H44CaN3O5S4", "method": "ωB97M-V/def2-TZVPD", "homo_ha": -0.169, "charge": -1, "homo_lumo_gap_ev": 6.69, "e_above_lowest_kcal_mol": 11.5, "elements": ["Ca", "C", "C", "N", "N", "C", "S", "S", "C", "C", "C", "C", "C", "C", "C", "C", "C", "C", "C", "C", "C", "O", "H", "H", "H", "H", "H", "H", "H", "H", "H", "H", "H", "H", "H", "H", "O", "C", "O", "C", "C", "C", "C", "C", "N", "H", "H", "H", "H", "C", "C", "C", "C", "C", "C", "C", "S", "O", "C", "C", "C", "C", "C", "C", "C", "C", "C", "C", "C", "C", "C", "C", "C", "C", "C", "C", "C", "C", "S", "O", "C", "C", "C", "C", "C", "C", "C", "H", "H", "H", "H", "H", "H", "H", "H", "H", "H", "H", "H", "H", "H", "H", "H", "H", "H", "H", "H", "H", "H", "H", "H", "H", "H"], "xyz": [[-0.66, -2.05, -0.77], [-4.77, -4.11, -0.29], [-3.50, -3.62, -0.93], [-2.86, -2.62, -0.46], [-3.41, -1.89, 0.61], [-2.59, -1.60, 1.58], [-1.06, -2.31, 1.96], [-3.09, -0.29, 2.68], [-4.77, 0.10, 2.12], [-5.83, -0.71, 2.82], [-6.20, -0.42, 4.13], [-7.16, -1.18, 4.78], [-7.76, -2.25, 4.13], [-7.40, -2.54, 2.82], [-6.44, -1.77, 2.17], [-2.94, -4.30, -2.14], [-3.83, -4.79, -3.10], [-3.40, -5.43, -4.25], [-2.03, -5.62, -4.43], [-1.12, -5.16, -3.50], [-1.52, -4.47, -2.33], [-0.65, -4.02, -1.49], [-4.58, -4.32, 0.76], [-5.14, -5.01, -0.77], [-5.53, -3.33, -0.33], [-4.78, -0.07, 1.05], [-4.90, 1.16, 2.32], [-5.72, 0.40, 4.65], [-7.44, -0.94, 5.80], [-8.50, -2.85, 4.64], [-7.86, -3.38, 2.31], [-6.14, -2.01, 1.16], [-4.89, -4.64, -2.94], [-4.12, -5.78, -4.98], [-1.67, -6.13, -5.32], [-0.05, -5.30, -3.64], [3.23, -2.26, -1.83], [2.04, -1.97, -1.75], [1.41, -1.56, -0.72], [1.22, -2.06, -3.06], [1.84, -2.47, -4.22], [1.11, -2.52, -5.40], [-0.23, -2.19, -5.37], [-0.79, -1.81, -4.16], [-0.09, -1.73, -3.03], [2.90, -2.72, -4.17], [1.58, -2.83, -6.32], [-0.85, -2.24, -6.26], [-1.84, -1.56, -4.09], [-1.37, 7.17, -0.11], [-1.31, 5.67, -0.08], [-0.97, 4.99, 1.09], [-0.87, 3.61, 1.10], [-1.08, 2.90, -0.07], [-1.46, 3.54, -1.24], [-1.57, 4.92, -1.23], [-0.78, 1.14, 0.01], [-1.63, 0.37, -0.96], [0.80, 1.31, -0.90], [0.69, 1.00, -2.28], [1.80, 0.93, -3.06], [3.09, 1.09, -2.49], [4.27, 0.85, -3.23], [5.50, 0.97, -2.66], [5.60, 1.38, -1.30], [4.48, 1.63, -0.57], [3.18, 1.48, -1.13], [1.98, 1.64, -0.35], [2.17, 2.33, 0.96], [2.46, 3.74, 0.92], [2.35, 4.50, -0.27], [2.59, 5.85, -0.27], [2.96, 6.51, 0.93], [3.08, 5.80, 2.09], [2.82, 4.40, 2.11], [2.91, 3.66, 3.33], [2.58, 2.35, 3.36], [2.18, 1.69, 2.16], [1.36, 0.11, 2.40], [0.65, 0.29, 3.71], [2.78, -0.91, 2.71], [2.99, -1.41, 3.97], [4.07, -2.26, 4.18], [4.92, -2.62, 3.14], [6.07, -3.56, 3.36], [4.66, -2.12, 1.86], [3.59, -1.27, 1.63], [-1.59, 7.58, 0.88], [-2.13, 7.53, -0.80], [-0.41, 7.59, -0.43], [-0.77, 5.55, 1.99], [-0.61, 3.08, 2.02], [-1.66, 2.97, -2.13], [-1.86, 5.44, -2.14], [-0.28, 0.78, -2.69], [1.71, 0.68, -4.12], [4.17, 0.52, -4.26], [6.39, 0.75, -3.22], [6.57, 1.47, -0.84], [4.58, 1.93, 0.47], [2.05, 4.01, -1.19], [2.48, 6.41, -1.18], [3.15, 7.57, 0.92], [3.36, 6.29, 3.01], [3.22, 4.17, 4.24], [2.58, 1.78, 4.29], [2.31, -1.13, 4.77], [4.25, -2.66, 5.18], [6.16, -3.83, 4.42], [7.01, -3.12, 3.04], [5.93, -4.49, 2.80], [5.28, -2.41, 1.03], [3.36, -0.93, 0.63]]}